Formula: C97H219N9O17S8
Source: OMol25
Level of theory: ωB97M-V/def2-TZVPD

```
350
Properties=species:S:1:pos:R:3:forces:R:3:lowdin_charge:R:1
C -3.2530 5.4111 0.7239 -0.5 -0.5 -0.4 -0.247
S -2.6230 5.0763 -1.0017 -1.6 2.0 1.0 0.829
O -3.6307 5.8494 -1.8686 1.8 -1.0 0.9 -0.571
C -1.1063 6.0363 -0.7125 0.2 0.4 -1.3 -0.273
H -3.2289 6.4631 1.0084 0.4 0.1 -0.5 0.051
H -2.7697 4.8488 1.5229 0.2 -0.2 -0.3 0.036
H -4.3058 5.1332 0.6738 0.0 -0.2 0.0 0.023
H -1.2412 7.1136 -0.6163 -0.7 -0.1 0.6 0.050
H -0.5341 6.0115 -1.6399 0.4 -0.6 0.1 0.037
H -0.5694 5.6210 0.1403 0.0 0.0 -0.1 0.044
C -3.5170 -3.1242 3.4967 0.5 1.4 0.3 -0.223
S -4.0357 -1.4910 4.2571 -1.1 -0.8 0.9 0.832
O -3.9766 -1.6994 5.7838 0.7 0.4 -2.2 -0.588
C -2.6989 -0.3557 3.7295 0.0 -0.4 0.2 -0.238
H -2.5163 -3.2587 3.9073 -0.1 -0.6 0.0 0.025
H -3.4542 -3.0600 2.4104 -0.1 0.3 0.0 0.030
H -4.2471 -3.8861 3.7699 0.2 0.2 0.3 0.049
H -3.1387 0.6371 3.6334 -0.1 0.0 0.5 0.030
H -2.2656 -0.5293 2.7445 0.0 -0.5 0.1 0.027
H -1.9522 -0.4177 4.5210 0.1 0.3 -0.2 0.024
C -3.6168 -1.1210 -0.2971 0.3 0.8 0.1 -0.252
S -5.0265 0.0461 -0.3725 -0.5 -0.1 0.7 0.832
O -5.8954 -0.3553 0.7997 0.5 0.1 -0.7 -0.572
C -4.2552 1.6423 0.1682 -0.2 -1.4 -0.6 -0.233
H -3.9517 -2.1465 -0.4533 -0.4 0.2 0.4 0.046
H -3.1778 -0.8837 0.6719 0.1 -0.6 0.1 0.013
H -2.8488 -0.9449 -1.0503 -0.1 0.4 -0.2 0.021
H -5.0441 2.3708 -0.0189 0.2 0.1 0.0 0.042
H -3.3617 1.7799 -0.4408 -0.1 0.4 0.2 0.015
H -4.0339 1.5193 1.2284 0.1 0.1 -0.1 0.043
C 2.3926 -1.4805 -3.5872 0.0 -1.2 -0.5 -0.263
S 2.2136 0.2192 -4.1344 0.9 0.2 0.8 0.855
O 2.4623 0.9856 -2.8591 -0.2 0.0 -0.7 -0.570
C 3.7609 0.1467 -5.1150 0.1 1.0 -0.6 -0.244
H 2.9124 -2.0394 -4.3654 0.2 0.0 0.1 0.050
H 1.4661 -2.0410 -3.4626 -0.3 0.6 0.3 0.035
H 2.9743 -1.5023 -2.6656 0.0 0.2 -0.1 0.033
H 4.6745 -0.0365 -4.5494 -0.3 -0.7 0.3 0.055
H 4.0120 1.0723 -5.6329 -0.6 0.6 0.3 0.049
H 3.5553 -0.4985 -5.9692 0.2 -0.6 0.4 0.033
C 0.1677 2.8161 3.3944 1.1 0.7 0.0 -0.221
S 1.8394 3.5908 3.3422 0.6 0.0 0.1 0.842
O 1.8312 4.9996 3.8887 -0.6 -0.4 -0.1 -0.582
C 2.6861 2.6788 4.7141 -0.9 0.7 0.5 -0.224
H 0.4564 1.7793 3.2217 -0.6 -0.3 0.5 0.023
H -0.4340 3.1599 2.5531 0.3 0.2 -0.1 0.037
H -0.3444 3.0966 4.3149 0.2 -0.5 0.2 0.059
H 2.1127 3.0661 5.5563 -0.5 -0.6 0.3 0.052
H 3.6553 3.1028 4.9767 0.3 0.0 -1.0 0.049
H 2.6992 1.5906 4.6543 -0.2 0.2 -0.3 0.016
C 4.3257 6.1041 2.4781 -0.8 0.9 0.4 -0.266
S 5.1800 7.2808 3.6073 -0.9 0.8 -0.1 0.846
O 5.0105 8.7096 3.1386 0.0 -1.3 0.0 -0.570
C 4.0537 7.1142 5.0290 0.0 0.0 0.2 -0.257
H 4.6635 6.2749 1.4559 0.7 -0.5 0.1 0.030
H 3.2507 6.2789 2.4342 -0.1 0.4 0.3 0.021
H 4.3915 5.1214 2.9451 0.6 -0.1 -0.5 0.036
H 3.0105 7.3780 4.8552 0.2 0.0 -0.6 0.024
H 4.4150 7.8200 5.7770 0.3 -0.2 0.0 0.049
H 4.0666 6.0912 5.4049 0.2 0.0 0.0 0.042
C 0.0283 -2.1085 5.7846 1.0 0.5 0.4 -0.225
S 1.6268 -1.3630 5.2182 -2.0 1.0 -0.9 0.849
O 1.1487 -0.2529 4.2653 0.8 -0.9 1.0 -0.606
C 2.1683 -0.5863 6.7847 -0.8 -0.7 -0.8 -0.218
H -0.6635 -1.3218 6.0855 0.2 0.2 -0.1 0.049
H 0.2878 -2.6852 6.6725 -0.3 -0.4 -0.2 0.031
H -0.4106 -2.6801 4.9668 0.3 -0.1 0.2 0.039
H 2.6503 -1.4221 7.2918 0.5 0.4 0.2 0.041
H 1.3232 -0.2253 7.3710 0.0 0.1 -0.2 0.061
H 2.7972 0.2232 6.4142 0.3 -0.2 0.5 0.034
C 0.5174 -0.8439 0.1201 -0.3 0.3 0.0 -0.229
S -0.5150 0.5671 -0.4201 -0.5 1.4 2.0 0.869
O -1.4616 0.8692 0.7752 1.3 -0.7 -1.5 -0.589
C 0.6220 2.0162 -0.4201 0.8 -0.7 -0.3 -0.216
H -0.2637 -1.5928 0.2511 0.1 -0.2 0.0 0.036
H 1.0469 -0.7248 1.0653 -0.1 0.4 0.0 0.054
H 1.2081 -1.1645 -0.6599 -0.1 0.2 -0.1 0.032
H 0.7111 2.4950 0.5551 -0.5 -0.3 0.1 0.028
H 0.3558 2.7420 -1.1884 -0.4 -0.2 0.1 0.047
H 1.6123 1.6563 -0.6989 0.0 -0.1 -0.1 0.022
C -2.2780 -3.4016 -5.5064 0.7 0.7 -1.2 -0.017
C -1.0678 -3.2328 -6.5402 0.2 -0.7 1.0 -0.424
C -1.2848 -4.2457 -7.7669 0.4 1.3 0.0 -0.108
C -0.2742 -3.9599 -8.9318 -0.8 -0.8 1.7 -0.184
C -0.4994 -2.5223 -9.3923 1.5 -0.8 0.8 -0.130
C -0.0842 -1.5055 -8.2411 -0.3 0.4 -1.0 -0.408
N -0.9384 -1.8358 -7.0316 -0.4 0.0 -1.8 -0.103
O -0.7988 -0.8386 -6.0211 0.6 -1.3 -0.1 -0.030
C 1.4950 -1.3734 -8.0124 -1.2 -1.0 0.8 -0.007
C -0.5467 -0.1582 -8.8110 -1.1 0.9 -0.2 -0.065
C 0.2390 -3.6160 -5.7862 -0.2 -0.6 -0.1 -0.039
H -3.1866 -3.0058 -5.9600 0.0 0.2 0.0 0.066
H -2.0742 -2.8685 -4.5777 0.0 0.1 -0.1 0.069
H -2.4905 -4.4393 -5.2493 0.4 -0.2 -0.2 0.063
H -1.2631 -5.2697 -7.3939 0.4 0.0 0.2 0.111
H -2.2810 -4.1372 -8.1958 -0.2 0.3 0.2 0.108
H -0.3320 -4.7486 -9.6819 -0.5 0.3 -0.4 0.106
H 0.7092 -4.1629 -8.5077 0.4 0.6 -0.1 0.091
H -1.5306 -2.3740 -9.7128 -0.1 0.1 0.3 0.115
H 0.1163 -2.3997 -10.2834 0.2 0.6 0.1 0.114
H 1.7499 -1.9160 -7.1021 0.1 -0.2 0.0 0.042
H 2.0536 -1.8318 -8.8285 0.0 0.2 -0.1 0.079
H 1.8324 -0.3576 -7.8065 -0.3 0.2 -0.4 0.069
H -0.0766 0.2037 -9.7254 1.0 -0.4 0.2 0.091
H -1.5641 -0.1749 -9.2015 -0.5 -0.5 0.4 0.075
H -0.5729 0.6898 -8.1267 0.4 -0.2 0.3 0.064
H 0.6051 -2.8593 -5.0923 -0.2 0.4 -0.5 0.043
H 1.0078 -3.8633 -6.5182 0.2 0.1 0.2 0.065
H 0.1220 -4.4800 -5.1320 -0.3 -0.4 -0.2 0.070
H -1.5362 -0.2641 -6.2399 -0.2 0.7 0.3 0.037
C -9.7020 1.4446 3.1384 -0.2 0.7 -0.5 -0.038
C -8.6029 2.4590 3.5670 0.4 -1.2 0.7 -0.476
C -7.2999 1.6943 3.2688 1.6 0.7 -0.6 -0.137
C -6.0616 2.5766 3.4988 -0.3 0.1 1.1 -0.175
C -6.1622 3.7872 2.5790 -0.9 -0.5 -0.2 -0.132
C -7.4962 4.5786 2.7390 1.2 1.6 1.3 -0.489
N -8.6418 3.6747 2.7287 -0.1 -0.8 -0.7 -0.080
O -9.8935 4.3654 2.8910 0.8 0.0 0.6 -0.014
C -7.3383 5.4256 4.0344 -0.6 -0.1 0.8 -0.040
C -7.5820 5.6305 1.6167 -0.1 -1.0 -0.3 -0.033
C -8.7073 2.6878 5.1143 -1.4 -0.8 -1.1 -0.017
H -10.6777 1.5887 3.6026 0.0 0.2 0.1 0.076
H -9.4074 0.4080 3.3020 0.2 0.1 0.3 0.080
H -9.8245 1.5490 2.0604 -0.1 0.0 -0.1 0.083
H -7.2597 0.7140 3.7437 -0.1 0.3 0.5 0.122
H -7.1496 1.4437 2.2187 -0.9 -0.1 -0.4 0.100
H -5.1039 2.0578 3.4570 0.0 -0.3 -0.9 0.087
H -5.9810 2.9023 4.5359 -0.4 0.3 0.3 0.091
H -6.1889 3.4344 1.5480 0.5 0.0 -0.2 0.097
H -5.3139 4.4472 2.7603 -0.2 0.2 -0.3 0.092
H -8.3215 5.7438 4.3812 -0.1 0.0 0.1 0.081
H -6.8588 4.8979 4.8589 -0.2 -0.3 0.0 0.062
H -6.7475 6.3380 3.9528 0.1 0.0 -0.7 0.070
H -7.7238 5.1072 0.6711 -0.1 0.1 -0.2 0.084
H -8.3955 6.3435 1.7507 0.1 0.0 0.1 0.083
H -6.6239 6.1463 1.5535 -0.1 0.2 0.1 0.075
H -9.1001 1.7585 5.5269 0.7 -0.5 0.2 0.076
H -9.6273 3.2565 5.2492 0.5 1.1 0.3 0.080
H -7.7946 2.9847 5.6311 -0.4 0.3 -0.1 0.069
H -10.2690 4.3740 2.0076 0.0 -0.1 -0.1 0.099
C -4.0039 -6.0339 0.7112 0.8 -1.6 0.0 -0.035
C -4.5422 -6.8611 -0.5025 0.5 -0.7 1.4 -0.512
C -5.0750 -5.7637 -1.2762 0.8 2.4 -4.6 -0.208
C -5.4426 -6.1263 -2.7179 -1.0 -2.1 0.5 -0.176
C -4.3351 -6.8994 -3.4221 1.4 -0.3 1.0 -0.118
C -3.6451 -8.1084 -2.6028 -0.9 2.4 -0.9 -0.453
N -3.4350 -7.5571 -1.2408 -0.7 1.4 -0.7 -0.085
O -2.6717 -8.4168 -0.4451 -0.4 -0.4 0.4 -0.025
C -4.5686 -9.3171 -2.6778 0.2 -0.6 0.4 -0.036
C -2.2403 -8.4284 -3.2309 -1.5 -0.4 -0.1 -0.020
C -5.7087 -7.6885 0.0422 0.1 -0.4 0.7 -0.025
H -3.2786 -5.2613 0.4563 -0.3 0.2 -0.5 0.076
H -3.4165 -6.6877 1.3559 -0.5 -0.1 0.6 0.077
H -4.9112 -5.6243 1.1551 0.5 0.1 0.5 0.085
H -5.8969 -5.1960 -0.8399 0.3 -0.1 0.3 0.138
H -4.1961 -5.1572 -1.4949 0.0 1.0 0.6 0.112
H -5.7207 -5.3186 -3.3950 -0.3 0.2 0.5 0.115
H -6.2834 -6.7863 -2.5045 -0.7 -0.1 -1.0 0.099
H -3.5785 -6.1225 -3.5313 0.6 -0.1 -0.3 0.092
H -4.6008 -7.2407 -4.4226 -0.2 -0.1 0.1 0.116
H -4.5457 -9.7780 -3.6653 0.3 -0.1 0.0 0.082
H -4.2220 -10.0134 -1.9142 0.0 -0.4 -0.2 0.086
H -5.6275 -9.1641 -2.4697 0.1 0.6 0.1 0.067
H -2.3785 -8.8592 -4.2225 -0.3 -0.4 0.0 0.078
H -1.6077 -7.5776 -3.4841 0.0 0.2 0.9 0.064
H -1.8103 -9.1972 -2.5889 0.5 0.3 -0.2 0.068
H -5.2650 -8.3095 0.8205 -0.5 -0.5 0.0 0.089
H -6.3710 -8.2464 -0.6198 0.7 -0.3 -0.4 0.072
H -6.4282 -7.0138 0.5061 0.2 0.2 0.4 0.083
H -1.8272 -7.9609 -0.4219 0.5 0.0 0.4 0.057
C -0.4321 8.9447 1.6087 -0.1 -1.2 -0.5 -0.034
C -0.5349 8.5724 3.0907 -0.2 1.3 0.4 -0.478
C -1.1665 9.8671 3.7642 0.3 -1.2 1.1 -0.106
C -1.7145 9.5325 5.1696 -0.3 0.1 -0.5 -0.171
C -2.6987 8.3978 5.0198 -0.8 -0.3 0.8 -0.167
C -2.2387 7.0646 4.4340 0.0 0.4 -0.3 -0.462
N -1.3102 7.3477 3.3187 -2.9 2.2 0.1 -0.131
O -0.7650 6.2443 2.7800 0.7 -1.6 -1.0 -0.019
C -1.5270 6.2154 5.5040 0.5 -0.2 0.3 -0.019
C -3.5611 6.3434 3.9538 1.8 0.1 0.8 -0.030
C 0.8548 8.4225 3.6445 1.5 0.1 0.5 -0.049
H 0.1975 9.8154 1.4256 -0.4 0.3 0.3 0.092
H -1.4427 8.9988 1.2038 0.0 0.6 -0.1 0.086
H 0.0382 8.1719 1.0007 0.2 -0.4 0.3 0.057
H -0.3757 10.6144 3.8309 0.1 0.0 -0.1 0.111
H -1.9731 10.3262 3.1927 -0.1 -0.4 -0.3 0.115
H -2.2799 10.3763 5.5652 0.1 0.2 0.0 0.108
H -0.9904 9.2939 5.9486 0.5 0.0 -0.3 0.111
H -3.5884 8.7584 4.5036 0.1 0.1 -0.5 0.116
H -3.1141 8.1265 5.9903 0.0 0.1 0.3 0.115
H -1.9236 6.3200 6.5139 -0.3 0.2 -0.1 0.084
H -1.5120 5.1431 5.3090 -0.2 -0.1 -0.3 0.067
H -0.4749 6.4902 5.5780 0.1 0.2 0.0 0.074
H -4.1981 6.1355 4.8135 -0.1 0.4 0.1 0.083
H -4.0607 6.9969 3.2387 -0.1 -0.5 -0.2 0.084
H -3.2539 5.3471 3.6359 -0.3 0.1 -0.7 0.061
H 0.9226 8.1209 4.6897 -0.5 -0.1 0.2 0.077
H 1.4003 9.3660 3.6221 0.0 0.1 -0.2 0.095
H 1.4911 7.7213 3.1047 -0.2 -0.2 -0.3 0.068
H -0.0206 6.0141 3.3408 0.8 -0.5 0.3 0.043
C 6.2383 -5.0277 5.0646 0.2 -0.1 -0.5 -0.016
C 4.9025 -4.2124 4.9420 0.5 -1.0 -0.6 -0.473
C 4.0943 -4.8970 3.7669 -0.6 -1.0 1.2 -0.090
C 3.4569 -6.2730 4.2200 -0.2 1.0 0.9 -0.146
C 2.6431 -6.0645 5.5236 0.5 0.7 -0.5 -0.125
C 3.4122 -5.3133 6.6708 -0.8 -2.0 0.2 -0.502
N 4.1024 -4.1407 6.1594 -1.6 -0.3 -1.0 -0.116
O 4.7897 -3.4832 7.1627 0.1 0.1 0.4 -0.008
C 2.3368 -4.9477 7.6553 -1.1 1.8 0.0 -0.057
C 4.2661 -6.3432 7.4571 1.2 -0.5 -1.5 -0.022
C 5.2167 -2.7802 4.5534 0.6 0.4 -0.5 -0.040
H 6.1492 -6.1104 4.9757 -0.5 0.0 0.1 0.070
H 6.8934 -4.8970 5.9259 -0.3 0.5 0.3 0.078
H 6.8441 -4.7547 4.2005 0.1 0.1 0.0 0.073
H 3.3035 -4.2258 3.4321 -0.2 0.1 0.2 0.107
H 4.7041 -5.0839 2.8830 0.4 0.2 0.2 0.100
H 4.2129 -7.0384 4.3950 0.2 0.1 -0.2 0.094
H 2.7542 -6.6650 3.4847 0.2 0.1 -0.3 0.086
H 2.1747 -6.9724 5.9035 0.7 -0.4 0.2 0.118
H 1.7309 -5.5203 5.2791 0.1 0.7 -0.2 0.109
H 1.7282 -4.1369 7.2548 0.2 0.4 -0.2 0.052
H 1.5567 -5.7024 7.7551 0.6 -0.5 0.5 0.094
H 2.7370 -4.5790 8.5997 -0.1 -0.4 0.1 0.094
H 3.6704 -6.9647 8.1257 0.1 0.3 0.1 0.091
H 4.7409 -7.0177 6.7446 -0.2 -0.4 -0.2 0.068
H 5.1665 -5.9486 7.9278 -0.4 0.4 0.7 0.075
H 5.7307 -2.1851 5.3083 0.0 -0.4 0.3 0.089
H 4.3189 -2.2183 4.2960 -0.1 -0.2 -0.1 0.054
H 5.9042 -2.8052 3.7079 -0.2 0.2 -0.3 0.063
H 5.5320 -4.0697 7.3257 0.7 0.0 0.6 0.072
C 1.0673 -9.4228 -1.2848 -0.3 0.7 0.1 -0.025
C 1.8183 -8.5138 -0.2136 1.9 -1.4 -1.1 -0.391
C 3.3399 -8.3716 -0.8056 -1.1 0.5 1.9 -0.130
C 3.4638 -7.2777 -1.7901 -0.4 0.3 -1.9 -0.233
C 2.9636 -5.9187 -1.3531 -1.1 -0.5 0.0 -0.120
C 1.4277 -5.9637 -0.8783 1.2 -0.5 0.9 -0.435
N 1.2629 -7.1552 0.0331 2.1 0.1 0.0 -0.109
O -0.0280 -7.2561 0.5295 -1.2 0.1 -0.4 -0.031
C 1.2924 -4.6369 -0.0660 -1.1 -1.5 -0.5 -0.025
C 0.5224 -6.0680 -2.1073 0.0 0.2 0.3 -0.021
C 1.8946 -9.2504 1.1966 -1.8 0.6 -1.5 -0.023
H 0.0310 -9.7058 -1.1003 -0.1 0.2 0.8 0.062
H 1.5651 -10.3682 -1.5006 0.4 0.1 0.3 0.079
H 0.9690 -8.9158 -2.2447 0.4 0.2 -0.1 0.056
H 4.0156 -8.0790 -0.0019 -0.1 -0.5 0.6 0.109
H 3.7104 -9.2881 -1.2647 -0.3 -0.2 0.3 0.117
H 2.8959 -7.6370 -2.6483 -0.1 0.4 -0.5 0.101
H 4.4850 -7.1774 -2.1579 0.2 -0.1 0.1 0.116
H 3.0290 -5.2013 -2.1711 -0.2 -0.1 -0.3 0.112
H 3.6801 -5.5044 -0.6439 -0.4 -0.1 0.8 0.097
H 1.3339 -3.8781 -0.8473 0.8 0.5 0.5 0.069
H 0.3326 -4.4694 0.4228 -0.3 -0.4 -0.1 0.071
H 2.0153 -4.7105 0.7465 0.4 0.7 -0.4 0.077
H -0.5203 -6.3179 -1.9111 0.1 -0.1 0.5 0.068
H 0.4555 -5.0977 -2.5995 0.4 -0.1 -0.4 0.074
H 0.9297 -6.8650 -2.7293 -0.1 0.4 -0.4 0.068
H 2.1380 -10.3124 1.2290 1.2 0.3 -0.5 0.082
H 0.8384 -9.3900 1.4267 -0.3 0.5 0.6 0.065
H 2.3727 -8.5902 1.9203 0.2 -0.4 0.0 0.065
H 0.0476 -7.2058 1.4852 0.1 0.1 0.1 0.108
C 6.4591 -4.0474 0.5780 0.6 0.6 0.6 -0.026
C 7.3536 -2.8777 -0.0250 -0.7 -0.9 0.0 -0.426
C 7.0104 -2.9603 -1.5185 0.1 0.9 0.1 -0.147
C 5.6608 -2.2945 -1.8050 1.6 -0.5 -0.4 -0.200
C 5.5462 -0.8766 -1.2857 -1.1 -1.6 -0.6 -0.154
C 5.8471 -0.7355 0.1879 -1.1 0.0 -0.8 -0.453
N 7.0318 -1.5009 0.4820 0.4 -0.9 -2.8 -0.147
O 7.3862 -1.3051 1.7747 0.8 0.1 1.9 -0.010
C 6.1432 0.7998 0.4073 -0.2 -0.6 1.2 -0.008
C 4.5703 -1.3057 0.9756 0.9 1.4 0.5 0.013
C 8.8785 -3.1445 0.2544 -1.1 -0.1 -0.2 -0.021
H 6.6373 -5.0295 0.1400 0.8 0.0 0.0 0.080
H 5.3882 -3.9691 0.3906 0.0 0.7 0.2 0.045
H 6.6516 -4.0757 1.6505 -0.3 -0.3 0.1 0.060
H 7.8087 -2.5070 -2.1062 0.0 0.2 -0.1 0.118
H 6.8896 -3.9821 -1.8783 0.5 -0.2 0.3 0.115
H 4.8917 -2.9746 -1.4389 -0.3 0.2 -0.2 0.092
H 5.6804 -2.2125 -2.8917 -0.8 -0.3 -0.2 0.107
H 4.4675 -0.7640 -1.3947 0.0 1.3 -0.2 0.092
H 6.1228 -0.2987 -2.0080 0.0 0.7 0.6 0.129
H 5.4655 1.5300 -0.0349 -0.6 -0.6 -0.1 0.055
H 6.1379 0.9663 1.4845 0.1 0.3 0.1 0.075
H 7.1081 1.1367 0.0285 0.3 -0.6 -0.1 0.087
H 3.8390 -0.5053 1.0887 -0.3 0.0 -0.4 0.073
H 4.1014 -2.1952 0.5547 0.2 0.2 -0.3 0.063
H 4.8135 -1.5304 2.0141 0.4 -0.2 0.0 0.054
H 9.0474 -3.2265 1.3281 0.1 -0.1 -0.1 0.072
H 9.5320 -2.3752 -0.1571 -0.3 0.3 0.0 0.080
H 9.1865 -4.0601 -0.2504 -0.2 -0.2 0.2 0.080
H 8.0622 -0.6339 1.6557 0.3 0.1 0.7 0.111
C -2.4816 4.0526 -5.0409 -1.7 0.4 -1.5 -0.039
C -1.9397 2.6309 -5.1844 -0.3 0.7 2.7 -0.484
C -2.1139 1.9985 -3.7179 -0.3 0.3 -1.7 -0.086
C -3.5161 1.3872 -3.4241 1.2 0.0 -0.5 -0.152
C -3.9184 0.4930 -4.5861 -0.4 -1.4 0.5 -0.147
C -3.9183 1.0815 -6.0045 1.1 0.2 0.7 -0.461
N -2.6563 1.8510 -6.1839 1.5 -2.0 0.9 -0.122
O -2.3694 2.2422 -7.5043 -1.0 0.2 0.6 -0.006
C -3.9158 -0.1198 -7.0223 -0.8 0.5 0.6 -0.001
C -5.1195 1.9910 -6.0918 -0.8 0.9 -1.8 -0.029
C -0.4387 2.7698 -5.4889 -0.2 -0.4 -1.4 -0.027
H -1.9913 4.8144 -4.4348 0.4 -0.4 0.0 0.085
H -3.5300 4.0586 -4.7426 -0.1 -0.3 0.6 0.077
H -2.6050 4.4159 -6.0612 0.5 0.7 -0.2 0.076
H -1.2954 1.2792 -3.7418 -0.3 -0.6 0.8 0.100
H -1.8786 2.8255 -3.0479 0.1 -0.2 0.2 0.085
H -4.3381 2.0655 -3.1953 0.3 0.7 -0.4 0.113
H -3.4692 0.8291 -2.4890 0.2 -0.4 -0.2 0.052
H -4.9020 0.0929 -4.3403 -0.7 0.5 -0.4 0.123
H -3.4307 -0.4818 -4.5922 1.1 0.2 0.0 0.104
H -4.3767 0.1030 -7.9846 0.2 0.3 0.0 0.085
H -2.9445 -0.5840 -7.1932 0.0 0.3 0.0 0.048
H -4.5296 -0.9054 -6.5817 -0.2 -0.1 0.0 0.079
H -5.9839 1.4502 -6.4771 -0.2 0.0 0.4 0.090
H -5.4053 2.6558 -5.2766 0.3 -0.8 0.7 0.085
H -4.9459 2.7561 -6.8484 0.1 0.0 -0.6 0.075
H 0.0744 3.5560 -4.9351 -0.2 -0.2 0.3 0.086
H -0.3755 3.0475 -6.5411 0.0 0.4 -0.1 0.076
H 0.1254 1.8372 -5.5023 -0.1 -0.2 0.6 0.045
H -2.9938 2.9686 -7.5686 0.0 0.6 -1.0 0.081
C 3.6232 4.7532 -3.3450 -1.7 0.7 -2.2 -0.061
C 4.3805 5.1019 -2.1331 1.2 -0.4 0.6 -0.466
C 5.8384 5.4261 -2.6877 0.3 1.5 0.2 -0.116
C 6.1212 6.9089 -3.0305 -1.1 0.1 0.8 -0.191
C 5.5650 7.8446 -1.9223 -0.6 -1.8 -0.7 -0.118
C 3.9902 7.6164 -1.5951 1.9 1.5 -1.1 -0.404
N 3.7845 6.1733 -1.2510 2.5 1.6 -0.9 -0.099
O 2.5199 5.9159 -0.6791 0.4 -0.4 -0.7 -0.015
C 3.7725 8.5301 -0.3419 -1.3 -0.3 -0.5 -0.037
C 3.1613 8.1356 -2.8569 -0.8 0.0 0.7 -0.026
C 4.5665 3.8687 -1.2302 -0.1 0.1 0.4 -0.042
H 4.0185 3.9187 -3.9242 -0.2 -0.6 0.7 0.086
H 3.7056 5.5191 -4.1163 0.2 0.6 0.1 0.071
H 2.5399 4.7302 -3.2262 -0.1 -0.7 0.4 0.088
H 6.6063 5.0849 -1.9934 -0.1 0.0 0.2 0.105
H 6.0302 4.9385 -3.6435 -0.4 -0.7 0.3 0.109
H 5.6900 7.1635 -3.9986 -0.4 0.0 0.0 0.094
H 7.1736 7.1392 -3.1959 0.2 -0.4 0.3 0.104
H 5.8704 8.8300 -2.2740 -0.8 0.4 0.6 0.114
H 6.0849 7.5873 -0.9995 0.2 0.2 0.1 0.108
H 2.7260 8.4153 -0.0594 -0.1 0.0 0.3 0.066
H 4.3881 8.3732 0.5438 0.2 -0.6 -0.2 0.052
H 3.8808 9.5981 -0.5308 0.2 -0.1 -0.6 0.085
H 2.0920 7.9969 -2.6974 -0.2 -0.7 0.2 0.067
H 3.1225 9.2055 -3.0618 0.9 0.4 0.6 0.072
H 3.3797 7.7250 -3.8427 0.4 -0.5 0.3 0.057
H 3.6730 3.6583 -0.6424 -0.1 0.1 0.1 0.071
H 5.3966 4.0885 -0.5589 -0.1 -0.1 0.3 0.077
H 4.7813 2.9272 -1.7356 0.1 0.2 -0.5 0.077
H 2.8398 5.5385 0.1436 -0.6 -0.1 0.5 0.067
```
Positions in Å, forces in eV/Å.

Its orbital gap is 7.81 eV. As for the HOMO energy: -7.76 eV. The molar mass comes out at 2040.4 g mol⁻¹.